DFT (ωB97M-V/def2-TZVPD) results for a structure of composition C59H50FN6O2ReS3 at a distorted geometry.

Values from the calculation:
F_max = 1.128 eV/A
total energy = -112371.162 eV
ΔE to the lowest compared entry with this formula, charge and spin = 178.0 kJ/mol
⟨S²⟩ = 0.758
spin multiplicity = 2
charge = +1

Last column: Mulliken charge in e.
Geometry (Å):
1 Re -1.1142 -0.7510 1.3171  1.2589
2 O -1.2008 -2.5953 1.8534  -0.0240
3 C -0.9654 -3.7963 2.3971  -0.6040
4 C -0.6198 -4.8664 1.5726  -0.2795
5 C -0.3042 -6.1030 2.1107  -0.8200
6 C -0.3049 -6.2957 3.4871  -0.8597
7 C -0.6519 -5.2389 4.3102  -0.6969
8 C -1.0159 -4.0010 3.7897  0.8940
9 C -1.4294 -2.8915 4.6750  -0.4164
10 N -2.2622 -2.0397 4.2673  0.0034
11 C -2.5519 -0.8522 5.0197  -1.1073
12 C -2.6006 0.2789 3.9974  0.3631
13 N -1.3571 0.2836 3.1787  0.1041
14 C -0.4408 1.0562 3.6431  -0.5610
15 C 0.9255 1.2410 3.2272  0.6269
16 C 1.6342 2.2843 3.8672  -0.6536
17 C 2.9653 2.5146 3.6374  -1.0319
18 C 3.6492 1.6452 2.7700  -0.4135
19 C 2.9905 0.6176 2.1403  -0.6937
20 C 1.5996 0.3983 2.3077  0.3306
21 O 1.0354 -0.5698 1.6427  -0.1830
22 H -0.6135 -4.6975 0.5007  0.5071
23 H -0.0479 -6.9246 1.4507  0.4556
24 H -0.0510 -7.2609 3.9066  0.4216
25 H -0.6769 -5.3780 5.3876  0.4457
26 H -0.9600 -2.8296 5.6679  0.3473
27 H -1.8035 -0.6393 5.7947  0.4125
28 H -3.5320 -0.9370 5.4934  0.5183
29 H -2.7195 1.2351 4.5104  0.8047
30 H -3.4423 0.1217 3.3410  -1.3129
31 H -0.7205 1.6650 4.5052  0.4419
32 H 1.0952 2.9148 4.5709  0.4184
33 H 3.4837 3.3230 4.1377  0.4513
34 H 4.7128 1.7829 2.6008  0.4531
35 H 3.5106 -0.0793 1.4912  0.4462
36 N -0.6478 -1.4327 -0.6041  -0.1940
37 S 0.5316 -1.6961 -1.4317  2.0472
38 N 0.9621 -0.5080 -2.5148  -0.5224
39 S 1.5033 0.8940 -2.2483  1.2631
40 N 1.2331 1.6768 -0.9401  0.1303
41 S -0.2208 2.0238 -0.2608  1.9910
42 N -0.9469 1.1106 0.6193  0.1842
43 C 0.2606 3.4954 0.5791  0.4444
44 C -0.6172 3.9295 1.5665  -0.8012
45 C -0.3254 5.1078 2.2342  -0.7193
46 C 0.8231 5.8266 1.9110  -0.8252
47 C 1.6938 5.3646 0.9331  -0.8812
48 C 1.4143 4.1879 0.2533  -0.2649
49 C -1.3529 2.5504 -1.5331  0.7605
50 C -1.5744 3.8864 -1.8317  -0.5250
51 C -2.6146 4.2086 -2.6951  -0.9427
52 C -3.4100 3.2065 -3.2357  -1.0560
53 C -3.1542 1.8698 -2.9473  -0.9826
54 C -2.1223 1.5314 -2.0885  0.2372
55 C 1.0379 1.8057 -3.6957  0.3866
56 C 0.3049 1.2165 -4.7100  -0.1820
57 C -0.0371 1.9904 -5.8101  -0.7129
58 C 0.3627 3.3173 -5.8781  -0.7122
59 C 1.1116 3.8871 -4.8523  -0.7378
60 C 1.4543 3.1308 -3.7475  -0.6549
61 C 3.2656 0.9752 -2.3752  0.8971
62 C 3.8236 0.5241 -3.5676  -0.8232
63 C 5.2007 0.5086 -3.6835  -0.8138
64 C 5.9946 0.9362 -2.6192  -0.6695
65 C 5.4144 1.4050 -1.4488  -1.0675
66 C 4.0317 1.4362 -1.3205  -0.0180
67 C 2.0964 -2.2935 -0.7870  0.8929
68 C 3.2186 -2.2984 -1.6119  -0.7886
69 C 4.4070 -2.8236 -1.1235  -0.9050
70 C 4.4493 -3.3579 0.1596  -0.8462
71 C 3.3077 -3.3799 0.9535  -0.8786
72 C 2.1181 -2.8466 0.4835  -0.2703
73 C 0.1245 -2.9358 -2.6391  0.3736
74 C 0.5630 -4.2437 -2.4817  -0.3191
75 C 0.0442 -5.2269 -3.3152  -0.9859
76 C -0.8950 -4.8994 -4.2830  -0.6868
77 C -1.3284 -3.5850 -4.4222  -0.8967
78 C -0.8263 -2.5985 -3.5935  -0.3280
79 H -1.5003 3.3425 1.7979  0.5052
80 H -0.9966 5.4646 3.0052  0.4992
81 H 1.0384 6.7555 2.4277  0.4021
82 H 2.5939 5.9206 0.7005  0.5061
83 H 2.0879 3.8048 -0.5051  0.1672
84 H -0.9584 4.6661 -1.3976  0.5520
85 H -2.8101 5.2480 -2.9296  0.4943
86 H -4.2452 3.4694 -3.8762  0.4293
87 H -3.7701 1.0899 -3.3813  0.5522
88 H -1.9157 0.4962 -1.8252  0.1340
89 H 0.0164 0.1742 -4.6277  0.4465
90 H -0.6184 1.5553 -6.6129  0.5084
91 H 0.0944 3.9152 -6.7407  0.4217
92 H 1.4275 4.9199 -4.9158  0.5031
93 H 2.0380 3.5551 -2.9359  0.1956
94 H 3.1895 0.1849 -4.3817  0.4800
95 H 5.6584 0.1657 -4.6038  0.4522
96 H 7.0738 0.9129 -2.7137  0.4447
97 H 6.0381 1.7496 -0.6302  0.4995
98 H 3.5475 1.8092 -0.4256  0.3334
99 H 3.1547 -1.9304 -2.6255  0.7795
100 H 5.2918 -2.8239 -1.7499  0.4700
101 H 5.3751 -3.7774 0.5384  0.4208
102 H 3.3404 -3.8138 1.9452  0.5460
103 H 1.2244 -2.8513 1.0943  -0.0548
104 H 1.2903 -4.5033 -1.7233  0.5960
105 H 0.3719 -6.2525 -3.1963  0.4662
106 H -1.2973 -5.6713 -4.9275  0.4065
107 H -2.0716 -3.3325 -5.1697  0.4473
108 H -1.1754 -1.5719 -3.6696  0.0906
109 F -7.4303 0.5747 3.8235  -0.3645
110 C -6.3949 0.2412 3.0229  0.4617
111 C -5.7971 1.2217 2.2602  -0.8622
112 C -4.7404 0.8652 1.4301  0.3210
113 C -4.2742 -0.4483 1.3587  -0.7586
114 C -3.1205 -0.8047 0.4796  -0.9710
115 C -4.9120 -1.4059 2.1478  0.3921
116 C -5.9718 -1.0706 2.9830  -0.9682
117 H -6.1627 2.2409 2.3177  0.4500
118 H -4.2567 1.6275 0.8211  0.4031
119 H -3.0946 -0.1316 -0.3730  0.1181
120 H -3.2067 -1.8282 0.1046  0.6535
121 H -4.5554 -2.4317 2.1185  0.3317
122 H -6.4712 -1.8136 3.5945  0.4544

Forces on atoms 1 to 6 (eV/Å):
Re 0.4360 -1.0358 -0.0989
O 0.3245 0.5642 0.0352
C -0.0758 0.0871 0.1412
C -0.0369 0.0762 -0.1851
C 0.0420 -0.0734 -0.0095
C -0.0048 -0.0177 -0.1061

---

DFT (ωB97M-V/def2-TZVPD) results for a structure of composition C59H50I2MoN10O3S4.

Values from the calculation:
F_max = 0.752 eV/A
total energy = -144417.341 eV
ΔE to the lowest compared entry with this formula, charge and spin = 368.3 kJ/mol
⟨S²⟩ = 2.012
spin multiplicity = 3
charge = +2

Last column: Mulliken charge in e.
Geometry (Å):
1 Mo 0.0526 0.1913 0.2552  -1.8265
2 I 0.0299 7.5785 -1.5831  0.1135
3 C 0.2202 5.6974 -0.7205  -0.6584
4 C -0.5134 5.3870 0.4160  -0.2551
5 C -0.4123 4.1254 0.9874  -0.1253
6 I -1.5836 3.6894 2.6504  0.0259
7 C 0.4377 3.1650 0.4452  0.0431
8 O 0.6141 1.9622 0.9756  -0.2479
9 C 1.1630 3.4908 -0.7071  0.3170
10 C 1.9727 2.3801 -1.2942  -1.0758
11 N 1.0860 1.2290 -1.5925  0.4014
12 C 0.0685 1.5648 -2.6122  -1.5185
13 C -1.3571 1.2693 -2.1876  0.5911
14 C -2.2726 1.2102 -3.1872  -0.5391
15 C -3.7025 1.0561 -3.1207  -1.1467
16 C -4.5056 1.2698 -2.0759  -1.6167
17 C -2.7569 0.9729 -0.2152  -2.5760
18 N -1.4864 1.1966 -0.8309  2.0175
19 C 1.0567 4.7428 -1.2868  -0.2779
20 H -1.1609 6.1285 0.8624  0.5143
21 H 2.4765 2.7127 -2.2080  0.4282
22 H 2.7309 2.0302 -0.5858  0.3410
23 H 1.6727 0.4920 -1.9718  -0.3930
24 H 0.1368 2.6378 -2.8156  0.4808
25 H 0.2958 1.0493 -3.5463  0.3395
26 H -1.8634 1.2728 -4.1886  0.5115
27 H -4.1781 0.7347 -4.0391  0.4509
28 H -5.5674 1.0927 -2.1499  0.4805
29 H -2.6541 1.2335 0.8467  0.7797
30 H 1.6202 4.9715 -2.1819  0.4881
31 N 1.5930 -1.0156 1.1283  0.9590
32 S 2.2918 -2.0329 1.8732  0.5397
33 N 2.4262 -3.5419 1.2546  -0.2624
34 S 2.1924 -4.2439 -0.0990  1.5704
35 N 1.3540 -3.7251 -1.2889  -0.1063
36 S 0.9886 -2.2766 -1.9594  0.7379
37 N 0.2670 -1.2905 -1.1814  1.3762
38 C 0.0048 -2.8488 -3.3202  0.1475
39 C -0.7042 -4.0358 -3.2121  -0.7269
40 C -1.6435 -4.3428 -4.1868  -0.8009
41 C -1.8628 -3.4750 -5.2445  -0.7475
42 C -1.1554 -2.2841 -5.3331  -1.0167
43 C -0.2254 -1.9584 -4.3608  0.1372
44 C 2.5465 -1.7488 -2.6641  0.4114
45 C 3.3942 -1.0826 -1.7839  0.6947
46 C 4.6587 -0.7052 -2.2159  -1.3900
47 C 5.0602 -0.9838 -3.5138  -1.0207
48 C 4.2029 -1.6463 -4.3829  -0.9538
49 C 2.9427 -2.0422 -3.9617  -0.4025
50 C 1.3776 -5.7652 0.3244  0.2878
51 C 0.9588 -5.9923 1.6238  -0.1355
52 C 0.2820 -7.1735 1.9039  -0.9139
53 C 0.0477 -8.0973 0.8994  -0.6188
54 C 0.4872 -7.8556 -0.3969  -0.8994
55 C 1.1570 -6.6831 -0.6954  -0.6811
56 C 3.7515 -4.8132 -0.7242  0.2964
57 C 4.0019 -4.7868 -2.0842  -0.1700
58 C 5.2103 -5.2887 -2.5536  -0.7498
59 C 6.1265 -5.8288 -1.6672  -0.6995
60 C 5.8441 -5.8817 -0.3056  -0.8306
61 C 4.6514 -5.3760 0.1770  -0.4248
62 C 3.9505 -1.5304 2.2586  0.3853
63 C 4.0897 -0.4495 3.1226  -0.5777
64 C 5.3478 0.0846 3.3360  -0.8546
65 C 6.4501 -0.4368 2.6667  -0.6629
66 C 6.2949 -1.4921 1.7836  -0.8635
67 C 5.0377 -2.0472 1.5753  -0.1800
68 C 1.5800 -2.5504 3.4283  0.9112
69 C 2.2885 -2.6517 4.6133  -0.6239
70 C 1.6307 -3.1136 5.7470  -0.8735
71 C 0.2935 -3.4746 5.6856  -1.0369
72 C -0.4017 -3.3754 4.4876  -0.9817
73 C 0.2408 -2.9128 3.3516  -0.7688
74 H -0.5429 -4.6973 -2.3750  0.5122
75 H -2.2106 -5.2593 -4.1106  0.4845
76 H -2.5941 -3.7226 -6.0012  0.4366
77 H -1.3340 -1.6050 -6.1546  0.4575
78 H 0.3097 -1.0197 -4.4159  0.3591
79 H 3.0705 -0.8742 -0.7692  0.6011
80 H 5.3258 -0.1952 -1.5350  0.6217
81 H 6.0417 -0.6843 -3.8516  0.4493
82 H 4.5162 -1.8563 -5.3953  0.5245
83 H 2.2875 -2.5745 -4.6372  0.5465
84 H 1.1635 -5.2719 2.3999  0.4327
85 H -0.0558 -7.3689 2.9113  0.5168
86 H -0.4749 -9.0158 1.1247  0.4310
87 H 0.3067 -8.5835 -1.1748  0.4610
88 H 1.4974 -6.4872 -1.7026  0.4788
89 H 3.2606 -4.4039 -2.7661  0.5423
90 H 5.4227 -5.2686 -3.6129  0.5082
91 H 7.0610 -6.2271 -2.0357  0.4455
92 H 6.5546 -6.3243 0.3778  0.5010
93 H 4.4220 -5.4144 1.2329  0.4846
94 H 3.2274 -0.0286 3.6230  0.5069
95 H 5.4700 0.9131 4.0188  0.4466
96 H 7.4304 -0.0144 2.8369  0.4416
97 H 7.1509 -1.8919 1.2578  0.5003
98 H 4.9203 -2.8674 0.8889  0.3060
99 H 3.3361 -2.3897 4.6694  0.5124
100 H 2.1723 -3.1954 6.6780  0.4761
101 H -0.2061 -3.8403 6.5711  0.4701
102 H -1.4438 -3.6582 4.4309  0.6557
103 H -0.2880 -2.8565 2.4072  0.5443
104 N -5.5324 5.1472 1.2763  -0.3765
105 C -5.0411 4.0964 0.6363  1.1033
106 C -5.5468 2.7826 0.9325  -0.7175
107 C -5.0591 1.7167 0.2788  -1.4297
108 C -3.9789 1.7939 -0.7505  3.8835
109 C -3.5273 3.1983 -0.9926  -0.5494
110 C -4.0265 4.2727 -0.3575  -0.8468
111 S -2.9880 -0.8458 -0.1213  1.0268
112 O -4.1863 -1.1435 0.6067  -0.7528
113 O -2.7444 -1.4374 -1.3967  -0.5482
114 N -1.6464 -1.0923 0.8110  0.4836
115 C -1.7074 -0.7013 2.1307  0.2599
116 N -0.6843 0.1331 2.3310  1.2657
117 C -0.3628 0.5180 3.5623  -0.3686
118 C -1.1724 0.1224 4.6100  -1.0419
119 C -2.2845 -0.6533 4.2851  -0.8705
120 N -2.5619 -1.0924 3.0604  -0.6685
121 H -6.2531 5.0505 1.9734  0.2309
122 H -5.1970 6.0790 1.0892  0.2357
123 H -6.3281 2.6832 1.6724  0.4136
124 H -5.4341 0.7258 0.4944  0.5972
125 H -2.7659 3.3267 -1.7497  0.2779
126 H -3.6863 5.2745 -0.5855  0.4323
127 H 0.4967 1.1668 3.6685  0.6434
128 H -0.9692 0.4198 5.6248  0.5957
129 H -2.9789 -0.9518 5.0617  0.5186

Forces on atoms 1 to 6 (eV/Å):
Mo 0.0900 -0.0242 -0.2413
I -0.0031 0.0671 -0.0386
C -0.0284 -0.1075 0.1008
C 0.0386 0.0087 -0.0655
C 0.0152 0.1684 -0.0919
I -0.0275 -0.0149 0.0165

---

DFT (ωB97M-V/def2-TZVPD) results for a structure of composition C59H53N4O5SSbTi.

Values from the calculation:
F_max = 0.770 eV/A
total energy = -118733.492 eV
ΔE to the lowest compared entry with this formula, charge and spin = 5.2 kJ/mol
charge = -2

Last column: Mulliken charge in e.
Geometry (Å):
1 Ti -0.0752 0.1664 0.3296  -2.2226
2 O -0.7973 -3.6810 -3.4227  -0.8117
3 C -0.8274 -2.4650 -3.1305  -0.2324
4 O 0.0516 -1.5998 -3.3174  -0.6828
5 C -2.2167 -1.9971 -2.6220  0.4880
6 C -2.6057 -2.4707 -1.1963  0.1013
7 C -4.0992 -2.8147 -1.2196  -0.8240
8 C -4.6869 -1.4031 -1.4824  -1.0433
9 C -3.4425 -0.5050 -1.2757  0.4862
10 O -2.6407 -1.2820 -0.3886  -0.0225
11 C -2.5789 -0.4934 -2.5503  -0.0284
12 C -1.4436 0.5315 -2.4434  -0.0880
13 O -1.3580 1.4322 -3.2540  -0.8445
14 O -0.6723 0.4725 -1.3798  -0.2421
15 H -2.9115 -2.4830 -3.3111  0.6877
16 H -1.9361 -3.2013 -0.7520  -0.3540
17 H -4.3525 -3.5481 -1.9854  0.4321
18 H -4.4134 -3.1953 -0.2450  0.3292
19 H -5.0943 -1.2944 -2.4898  0.3718
20 H -5.4730 -1.1472 -0.7701  0.3031
21 H -3.6552 0.4657 -0.8383  0.0411
22 H -3.1561 -0.1783 -3.4203  0.3410
23 C 3.7012 0.2027 -2.1208  -0.8573
24 C 4.5568 1.0403 -1.4241  -0.7110
25 C 4.0631 1.7916 -0.3727  -1.1281
26 C 2.7207 1.6566 -0.0205  0.5362
27 N 1.9367 0.7693 -0.6340  1.0046
28 C 2.3909 0.0846 -1.6889  -0.4580
29 C 2.0148 2.4697 0.9970  1.1592
30 C 2.6123 3.6061 1.5471  -0.6686
31 C 1.8986 4.4130 2.4176  -0.9283
32 C 0.5850 4.0761 2.7206  -1.0055
33 C 0.0131 2.9358 2.1714  -0.1839
34 C 0.6964 2.0823 1.2943  0.3740
35 H 4.0343 -0.3835 -2.9660  0.5005
36 H 5.6026 1.1115 -1.7010  0.3936
37 H 4.7059 2.4710 0.1694  0.3381
38 H 1.6710 -0.5528 -2.1960  0.6240
39 H 3.6243 3.8827 1.2733  0.2756
40 H 2.3533 5.3042 2.8361  0.3127
41 H 0.0056 4.7016 3.3929  0.3946
42 H -1.0112 2.7028 2.4422  0.4360
43 C -1.2302 -1.4306 7.3018  -1.5152
44 C -2.3123 -2.1775 6.5746  0.5167
45 C -3.3552 -2.7893 7.2582  -0.6876
46 C -4.3654 -3.4669 6.5900  -0.6960
47 C -4.3229 -3.5595 5.2073  -0.7483
48 C -3.2778 -2.9815 4.5040  -0.2781
49 C -2.2821 -2.2697 5.1746  0.3838
50 N -1.2120 -1.6922 4.4847  0.7278
51 C -1.2317 -0.9114 3.3230  -0.8261
52 N -2.4833 -0.5773 2.9062  0.8089
53 C -2.8705 0.4540 2.0086  0.3733
54 C -2.0189 0.9389 1.0227  0.5196
55 C -2.5194 2.0212 0.2805  -0.0224
56 C -3.7887 2.5427 0.4608  -1.2013
57 C -4.6313 1.9715 1.4069  -0.8920
58 C -4.1870 0.9248 2.1969  1.6909
59 C -5.1095 0.3165 3.2233  -1.8044
60 N -0.1419 -0.5649 2.7377  1.0647
61 C 1.0621 -1.0485 3.3340  -1.5017
62 C 1.4276 -2.3835 3.1308  -0.1755
63 C 2.6243 -2.8819 3.6126  -0.2154
64 C 3.4772 -2.0429 4.3208  -0.8670
65 C 3.0936 -0.7376 4.5709  -0.7814
66 C 1.8807 -0.2200 4.1072  1.4021
67 C 1.4825 1.1759 4.4914  -1.9861
68 H -1.4774 -1.3237 8.3577  0.4068
69 H -1.0836 -0.4370 6.8729  0.2757
70 H -0.2673 -1.9456 7.2362  0.3205
71 H -3.3795 -2.7159 8.3401  0.3435
72 H -5.1745 -3.9227 7.1466  0.3717
73 H -5.0914 -4.0991 4.6683  0.4262
74 H -3.2115 -3.0848 3.4279  0.7493
75 H -0.2975 -1.7657 4.9019  0.0584
76 H -3.1983 -0.8294 3.5643  -0.0893
77 H -1.8909 2.4509 -0.4926  0.4669
78 H -4.1333 3.3687 -0.1513  0.3716
79 H -5.6442 2.3397 1.5392  0.2331
80 H -6.0940 0.7815 3.1681  0.4300
81 H -4.7445 0.4485 4.2490  0.3127
82 H -5.2491 -0.7588 3.0686  0.2793
83 H 0.7641 -3.0106 2.5541  0.8198
84 H 2.8926 -3.9102 3.4024  -0.0288
85 H 4.4317 -2.4084 4.6817  0.3900
86 H 3.7403 -0.0877 5.1526  0.3427
87 H 2.0270 1.9287 3.9179  0.2418
88 H 1.6917 1.3437 5.5520  0.5804
89 H 0.4252 1.3496 4.3103  0.2508
90 S 0.8075 -1.8112 0.2416  0.4027
91 Sb 2.2022 -3.8404 -1.4573  0.9832
92 C 4.1328 -2.9795 -0.9432  0.5104
93 C 4.1876 -2.1544 0.1855  0.6362
94 C 5.3637 -1.5161 0.5537  -0.3405
95 C 6.5168 -1.6812 -0.2018  -0.8071
96 C 6.4812 -2.4972 -1.3233  -0.5223
97 C 5.3008 -3.1394 -1.6855  -0.5895
98 C 3.0309 -5.6788 -2.4276  0.1087
99 C 2.6046 -6.9215 -1.9512  -0.2552
100 C 2.9246 -8.1099 -2.5953  -0.7115
101 C 3.6890 -8.0936 -3.7540  -0.3707
102 C 4.1034 -6.8724 -4.2658  -0.5248
103 C 3.7664 -5.6913 -3.6143  -0.3180
104 C 2.1424 -4.9481 0.4153  0.6145
105 C 0.9314 -5.2107 1.0511  -0.7660
106 C 0.8743 -5.9889 2.2021  -0.1698
107 C 2.0378 -6.5182 2.7446  -0.5373
108 C 3.2546 -6.2619 2.1253  -0.7998
109 C 3.3016 -5.4862 0.9728  -0.1421
110 H 3.2893 -1.9938 0.7719  -0.1459
111 H 5.3668 -0.8783 1.4309  0.4019
112 H 7.4348 -1.1787 0.0822  0.3211
113 H 7.3745 -2.6411 -1.9218  0.3435
114 H 5.3113 -3.7713 -2.5631  0.0652
115 H 2.0116 -6.9752 -1.0438  0.2775
116 H 2.5725 -9.0521 -2.1890  0.3726
117 H 3.9420 -9.0185 -4.2599  0.3427
118 H 4.6784 -6.8339 -5.1848  0.3475
119 H 4.0604 -4.7599 -4.0862  0.2918
120 H 0.0184 -4.7735 0.6601  0.2269
121 H -0.0823 -6.1719 2.6789  0.3833
122 H 1.9970 -7.1192 3.6458  0.2917
123 H 4.1729 -6.6642 2.5392  0.3471
124 H 4.2616 -5.3007 0.5032  0.2964

Forces on atoms 1 to 6 (eV/Å):
Ti 0.3146 0.6479 0.2726
O 0.1260 -0.2460 0.3698
C -0.1242 0.3036 -0.6503
O 0.1045 0.0675 0.1431
C 0.0610 0.0068 0.2870
C -0.0906 -0.1456 -0.0360

---

What is the formula in the second record?
C59H50I2MoN10O3S4